No. 1
The following is a DFT calculation (ωB97M-V/def2-TZVPD) of the ion CH5NOP with charge -1.

For the energy above the lowest of the compared OMol25 structures with the same formula, charge and spin, the calculation gives 0.078 eV. As for the maximum force: 0.052 Eh/bohr. The value obtained for the HOMO-LUMO gap is 7.66 eV. The molar mass comes out at 78.0 g mol⁻¹. Its HOMO energy is -3.020 eV. The total energy is -512.4622 hartree. The value obtained for the LUMO energy is 0.17043 hartree.

The geometry in ORCA input format:
```
! RIJCOSX wB97M-V def2-TZVPD def2/J DEFGRID3
* xyz -1 1
C -0.602 0.561 -0.545
N -0.944 -0.158 0.641
P -0.319 -1.663 0.747
O -0.446 -2.570 1.976
H -1.110 1.479 -0.825
H 0.421 0.809 -0.382
H -0.617 -0.096 -1.450
H -0.467 -2.594 -0.389
H 1.028 -1.447 0.508
*
```


No. 2
The following is a DFT calculation (ωB97M-V/def2-TZVPD) of a structure of composition CH5NOP.

For the energy above the lowest of the compared OMol25 structures with the same formula, charge and spin, the calculation gives 5.689 eV. As for the maximum force: 0.125 Eh/bohr. The value obtained for the HOMO-LUMO gap is 7.02 eV. The molar mass comes out at 78.0 g mol⁻¹. Its HOMO energy is -2.404 eV. The total energy is -512.2560 hartree. The value obtained for the LUMO energy is 0.16977 hartree.

The geometry in ORCA input format:
```
! RIJCOSX wB97M-V def2-TZVPD def2/J DEFGRID3
* xyz -1 1
C -1.389 0.368 0.448
N 2.202 -1.075 0.143
O 2.252 -0.310 -1.147
P 0.801 -0.270 -0.154
H -1.603 1.074 1.324
H -1.873 0.444 -0.464
H -1.677 -0.607 1.049
H 0.079 -0.630 -1.284
H 1.207 1.005 0.084
*
```


No. 3
The following is a DFT calculation (ωB97M-V/def2-TZVPD) of an isolated molecule of CH5NOP2.

For the energy above the lowest of the compared OMol25 structures with the same formula, charge and spin, the calculation gives 0.300 eV. As for the maximum force: 0.061 Eh/bohr. The value obtained for the HOMO-LUMO gap is 10.01 eV. The molar mass comes out at 109.0 g mol⁻¹. Its HOMO energy is -9.303 eV. The total energy is -853.7660 hartree. The value obtained for the LUMO energy is 0.02609 hartree.

The geometry in ORCA input format:
```
! RIJCOSX wB97M-V def2-TZVPD def2/J DEFGRID3
* xyz 0 1
O 1.290 0.339 -1.194
C 0.146 0.245 -1.573
N -0.938 -0.020 -0.697
P -0.941 -0.467 1.021
P 1.167 -0.959 1.143
H -0.356 0.357 -2.571
H -1.854 0.062 -1.129
H -0.939 1.013 1.339
H 0.814 -0.948 2.622
H 1.611 0.378 1.039
*
```


No. 4
The following is a DFT calculation (ωB97M-V/def2-TZVPD) of a cluster of 2 separate species, CH5NOS2 in total.

For the energy above the lowest of the compared OMol25 structures with the same formula, charge and spin, the calculation gives 0.245 eV. As for the maximum force: 0.012 Eh/bohr. The value obtained for the HOMO-LUMO gap is 9.74 eV. The molar mass comes out at 111.2 g mol⁻¹. Its HOMO energy is -9.293 eV. The total energy is -967.4684 hartree. The value obtained for the LUMO energy is 0.01640 hartree.

The geometry in ORCA input format:
```
! RIJCOSX wB97M-V def2-TZVPD def2/J DEFGRID3
* xyz 0 1
N 1.522 2.142 -1.982
C 1.531 0.861 -1.542
O 2.530 0.234 -1.286
H 2.370 2.623 -2.235
H 0.674 2.655 -2.143
H 0.504 0.459 -1.484
S -2.148 -1.351 1.308
S -0.383 -0.331 1.183
H -1.885 -2.250 0.364
H -0.869 0.818 0.702
*
```


No. 5
The following is a DFT calculation (ωB97M-V/def2-TZVPD) of a structure of composition CH5NOSi.

For the energy above the lowest of the compared OMol25 structures with the same formula, charge and spin, the calculation gives 2.727 eV. As for the maximum force: 0.100 Eh/bohr. The value obtained for the HOMO-LUMO gap is 10.82 eV. The molar mass comes out at 75.1 g mol⁻¹. Its HOMO energy is -10.357 eV. The total energy is -460.4618 hartree. The value obtained for the LUMO energy is 0.01712 hartree.

The geometry in ORCA input format:
```
! RIJCOSX wB97M-V def2-TZVPD def2/J DEFGRID3
* xyz 0 1
C -0.807 -1.231 1.224
N -0.721 0.002 1.332
O -0.766 0.589 -0.337
Si 0.673 0.917 -0.997
H -0.601 -1.559 2.180
H -0.783 -1.787 0.275
H 0.102 0.660 -2.312
H 1.019 2.212 -0.492
H 1.884 0.197 -0.872
*
```


No. 6
The following is a DFT calculation (ωB97M-V/def2-TZVPD) of an isolated molecule of CH5NOSi.

For the energy above the lowest of the compared OMol25 structures with the same formula, charge and spin, the calculation gives 1.256 eV. As for the maximum force: 0.057 Eh/bohr. The value obtained for the HOMO-LUMO gap is 9.20 eV. The molar mass comes out at 75.1 g mol⁻¹. Its HOMO energy is -9.047 eV. The total energy is -460.5159 hartree. The value obtained for the LUMO energy is 0.00568 hartree.

The geometry in ORCA input format:
```
! RIJCOSX wB97M-V def2-TZVPD def2/J DEFGRID3
* xyz 0 1
C 0.253 -0.067 0.630
N -0.872 0.289 1.180
O -0.587 -0.853 -1.418
Si 0.660 0.014 -1.285
H -1.254 -0.479 1.681
H -1.412 1.059 0.711
H 0.576 1.506 -1.571
H 0.745 -0.843 1.227
H 1.892 -0.627 -1.154
*
```


Question: The highest maximum force belongs to which entry?
Answer: number 2


Question: Which formula does entry 5 have?
Answer: CH5NOSi


Question: Which formula does entry 3 have?
Answer: CH5NOP2